90
Properties=species:S:1:pos:R:3:lowdin_spin:R:1 method="wB97M-V/def2-TZVPD" charge=0 de_lowest_kj_mol=47.7 homo_lumo_gap_ev="6.2 / 6.1" spin_multiplicity=4
V -2.0973 1.2869 1.6043 2.317
O -2.9401 -3.3509 -1.0235 0.001
C -1.8034 -3.6009 -0.3558 0.002
C -1.2631 -4.8822 -0.4728 -0.001
C -0.1009 -5.2137 0.1935 0.003
C 0.5515 -4.2789 0.9995 0.000
C 0.0226 -3.0066 1.1174 0.003
C -1.1478 -2.6440 0.4439 0.000
C -1.6779 -1.2779 0.6378 0.017
O -1.0584 -0.4509 1.4048 0.021
N -2.8301 -0.9843 0.0417 0.001
N -3.2224 0.2909 0.4247 0.042
C -4.3956 0.8018 0.0993 0.218
C -4.6349 2.1361 0.6153 0.061
C -5.8337 2.8329 0.4589 0.027
C -5.9384 4.1139 0.9505 0.038
C -4.8445 4.6978 1.5920 0.041
C -3.7015 3.9526 1.7458 0.036
N -3.5857 2.6930 1.2865 0.070
H -3.2056 -2.4206 -0.8129 0.000
H -1.7788 -5.5987 -1.0999 0.000
H 0.3012 -6.2157 0.0911 0.000
H 1.4581 -4.5441 1.5299 0.000
H 0.5051 -2.2548 1.7310 0.000
H -5.1239 0.2465 -0.4767 0.012
H -6.6636 2.3503 -0.0401 0.000
H -6.8631 4.6655 0.8350 0.001
H -4.8846 5.7073 1.9759 0.002
H -2.8260 4.3544 2.2378 0.002
Se -0.0506 2.4885 1.5767 -0.017
C -0.1787 4.3617 1.2109 0.012
C 0.5902 5.2580 1.9483 -0.001
C 0.5365 6.6205 1.6772 0.001
C -0.2764 7.1059 0.6604 -0.001
C -1.0351 6.2158 -0.0875 0.001
C -0.9856 4.8528 0.1841 0.001
H 1.2352 4.8823 2.7324 0.000
H 1.1370 7.3059 2.2622 0.000
H -0.3099 8.1670 0.4463 0.000
H -1.6648 6.5811 -0.8911 0.000
H -1.5764 4.1604 -0.4027 0.002
C 6.2602 -1.8534 0.4892 0.000
C 5.6595 -1.9321 -0.9105 0.000
C 4.8502 -3.2067 -1.1454 0.000
C 3.5351 -3.2594 -0.3712 0.000
N 2.4967 -2.4568 -1.0063 0.000
C 2.0953 -1.2100 -0.6189 0.000
Se 2.6516 -0.2781 0.8629 0.000
N 1.1282 -0.8304 -1.4970 0.000
C 0.4571 0.4723 -1.4810 0.002
C 1.3562 1.6292 -1.8948 0.000
C 2.0024 1.4679 -3.2688 0.000
C 1.0170 1.6007 -4.4266 0.000
C 0.8949 -1.8446 -2.4251 0.000
C -0.0141 -1.9639 -3.4630 0.000
C 0.0084 -3.1430 -4.1979 0.000
C 0.9064 -4.1703 -3.8961 0.000
C 1.8017 -4.0535 -2.8403 0.000
C 1.7700 -2.8748 -2.1139 0.000
H 6.9522 -1.0131 0.5716 0.000
H 6.8131 -2.7675 0.7288 0.000
H 5.4839 -1.7081 1.2438 0.000
H 6.4613 -1.8929 -1.6526 0.000
H 5.0206 -1.0594 -1.0756 0.000
H 5.4482 -4.0759 -0.8519 0.000
H 4.6293 -3.3127 -2.2113 0.000
H 3.6445 -2.8797 0.6443 0.000
H 3.1667 -4.2850 -0.3142 0.000
H 0.0904 0.6439 -0.4714 0.002
H -0.4025 0.3880 -2.1465 0.000
H 2.1258 1.7441 -1.1311 0.000
H 0.7440 2.5376 -1.8758 0.000
H 2.5054 0.4967 -3.3237 0.000
H 2.7809 2.2264 -3.3754 0.000
H 0.2643 0.8093 -4.4136 0.000
H 1.5265 1.5415 -5.3900 0.000
H 0.4956 2.5606 -4.3823 0.000
H -0.7220 -1.1797 -3.6942 0.000
H -0.6865 -3.2668 -5.0194 0.000
H 0.9024 -5.0742 -4.4914 0.000
H 2.4862 -4.8542 -2.5910 0.000
C -1.8323 -1.4990 6.0112 0.003
C -1.6144 0.0032 5.7950 0.010
C -2.1586 0.4442 4.5127 0.059
N -2.5749 0.7415 3.4881 0.011
H -1.4166 -1.7858 6.9750 0.000
H -1.3388 -2.0754 5.2301 0.000
H -2.8928 -1.7452 6.0026 0.000
H -0.5501 0.2410 5.7741 0.002
H -2.0672 0.5975 6.5867 0.002